# 1
ORCA calculation (ωB97M-V/def2-TZVPD) on C30H36F12N3O4PbS3Si as an isolated structure.

Its net charge is -1. The calculation puts the gap between HOMO and LUMO at 0.243 hartree. For the molecular weight, the calculation gives 1062.098 Da. The value obtained for the calculated total energy is -4505.583604 a.u. The HOMO energy is -0.161 hartree. The energy above the lowest of the compared OMol25 structures with the same formula, charge and spin is 0.0 kJ/mol.

Positions of all 90 atoms, in Å:
Pb1 -0.02285 2.08222 -1.18847
C1 -3.93586 -2.20884 2.45318
C2 -3.01397 -1.70189 1.37996
C3 -1.69217 -2.11899 1.30472
C4 -0.85709 -1.58840 0.34779
C5 -1.28317 -0.62995 -0.57605
N1 -0.34849 -0.10491 -1.48575
C6 0.28014 -0.95968 -2.35319
C7 -0.12995 -2.31380 -2.42342
C8 0.53881 -3.26903 -3.15497
C9 1.66049 -2.94008 -3.90286
C10 2.45366 -3.96705 -4.66380
C11 1.99001 -1.59500 -3.95359
C12 1.31937 -0.58871 -3.25920
C13 1.70487 0.87076 -3.60279
O1 0.85178 1.84094 -3.20772
C14 3.10324 1.19974 -3.00277
F1 4.08701 0.32114 -3.27540
F2 3.00364 1.23590 -1.65262
F3 3.54870 2.40580 -3.37498
C15 1.80864 1.04052 -5.16342
F4 1.76881 2.32710 -5.51863
F5 0.79304 0.42943 -5.78501
F6 2.95328 0.55279 -5.70809
C16 -2.61905 -0.17728 -0.49770
C17 -3.44629 -0.74398 0.47472
C18 -3.10286 0.99021 -1.39091
O2 -2.25435 2.05458 -1.38544
C19 -3.38084 0.49489 -2.84841
F7 -4.53114 -0.21569 -2.92764
F8 -3.49805 1.52082 -3.69842
F9 -2.42188 -0.30240 -3.32301
C20 -4.44508 1.61028 -0.86253
F10 -5.52408 0.80227 -0.80370
F11 -4.81519 2.65304 -1.61553
F12 -4.26800 2.08323 0.38943
H1 -3.53982 -3.11330 2.91402
H2 -4.92571 -2.43317 2.05326
H3 -4.05659 -1.46437 3.24344
H4 -1.30665 -2.84154 2.01443
H5 0.17298 -1.91523 0.28855
H6 -1.00673 -2.61169 -1.86950
H7 0.17487 -4.29076 -3.14333
H8 1.99500 -4.95249 -4.57672
H9 3.47724 -4.04461 -4.28790
H10 2.51766 -3.72272 -5.72552
H11 2.80686 -1.31475 -4.60382
H12 -4.47133 -0.42230 0.56250
C21 4.08492 -3.03949 -0.87447
C22 2.72228 -2.46772 -0.51871
N2 2.82769 -1.17501 0.14810
C23 2.20957 -0.78792 1.27770
S1 1.85768 0.82516 1.55443
N3 1.83746 -1.76134 2.16976
C24 2.79622 -2.74489 2.66316
C25 3.69660 -2.16697 3.74813
H13 3.96995 -4.00488 -1.36694
H14 4.71131 -3.17018 0.00954
H15 4.60705 -2.37313 -1.56142
H16 2.15489 -3.14279 0.12044
H17 2.13920 -2.32584 -1.43224
H18 3.04387 -0.39539 -0.45353
H19 1.26136 -1.35540 2.90396
H20 3.39837 -3.10257 1.83192
H21 2.23193 -3.59964 3.04413
H22 4.19154 -1.26427 3.38647
H23 4.46010 -2.88795 4.04325
H24 3.11544 -1.90085 4.63248
C26 0.88061 2.00222 5.25504
O3 -0.06032 2.10244 4.18616
C27 -0.73399 1.01806 3.86058
S2 -0.75504 -0.43143 4.66050
S3 -1.70644 1.15506 2.46367
H25 1.27202 3.00766 5.37937
H26 1.67460 1.31040 4.97494
H27 0.38935 1.65325 6.16312
C28 -2.48497 4.85343 0.51278
Si1 -2.02386 4.11810 2.15476
C29 -3.49159 3.85548 3.27198
C30 -0.69229 5.14372 2.96248
O4 -1.33210 2.60421 1.85690
H28 -3.35982 5.49781 0.61158
H29 -2.71094 4.06972 -0.21189
H30 -1.66636 5.45399 0.11546
H31 -4.03300 4.79040 3.42256
H32 -3.18943 3.47272 4.24805
H33 -4.17960 3.13682 2.82420
H34 -1.04233 6.15369 3.17966
H35 0.15601 5.22360 2.28126
H36 -0.34084 4.68664 3.88748

Here are the Löwdin charges for atoms 1 to 8, given in e: atom 1 (Pb): 1.41, atom 2 (C): -0.05, atom 3 (C): -0.31, atom 4 (C): -0.06, atom 5 (C): -0.05, atom 6 (C): -0.28, atom 7 (N): -0.09, atom 8 (C): -0.23



# 2
ORCA calculation (ωB97M-V/def2-TZVPD) on C30H36GeMnN2S2Si as an isolated structure.

Its spin multiplicity is 5. As for the expectation value of S²: 6.2874. Its net charge is -1. The calculation puts the gap between HOMO and LUMO (alpha / beta) at 0.247 / 0.302 hartree. For the molecular weight, the calculation gives 644.400 Da. The value obtained for the calculated total energy is -5588.147168 a.u. The HOMO energy (alpha / beta) is -0.198 / -0.213 hartree. The energy above the lowest of the compared OMol25 structures with the same formula, charge and spin is 98.7 kJ/mol.

Positions of all 73 atoms, in Å:
Mn1 -1.36231 -0.40643 0.12987
S1 -1.78084 -1.58675 1.99756
C1 -3.23585 -1.81899 1.09054
S2 -3.52767 -0.72990 -0.22933
C2 -4.15645 -2.80042 1.41036
C3 -4.00421 -3.62585 2.52929
N1 -3.89405 -4.28886 3.46419
C4 -5.30639 -2.98479 0.63403
N2 -6.25790 -3.13213 0.00396
C5 0.10202 -0.32963 -3.51084
Ge1 0.21242 -0.91390 -1.58553
C6 0.46291 -2.88449 -1.93601
C7 1.47232 -3.30117 -2.79749
C8 1.69929 -4.64207 -3.04376
C9 0.92494 -5.60293 -2.41510
C10 -0.08074 -5.20809 -1.54915
C11 -0.30813 -3.86061 -1.32367
C12 2.14479 -0.51241 -1.17505
C13 2.85381 0.36632 -1.95473
C14 4.11485 0.84531 -1.57764
C15 4.66462 0.46968 -0.38601
C16 4.00076 -0.45975 0.43911
C17 4.53830 -0.86500 1.67784
C18 3.87861 -1.76415 2.46700
C19 2.65202 -2.30083 2.04881
C20 2.10157 -1.90936 0.86212
C21 2.74440 -0.97654 0.02385
H1 0.95069 -0.69682 -4.08066
H2 0.05549 0.74855 -3.61305
H3 -0.80084 -0.73685 -3.95680
H4 2.09277 -2.55431 -3.27642
H5 2.48525 -4.94010 -3.72863
H6 1.10547 -6.65402 -2.60358
H7 -0.69085 -5.94663 -1.04685
H8 -1.10959 -3.57140 -0.64909
H9 2.41113 0.72998 -2.86887
H10 4.63105 1.54242 -2.22358
H11 5.60301 0.88735 -0.04758
H12 5.48441 -0.44202 1.99002
H13 4.29648 -2.06201 3.41846
H14 2.13792 -3.00917 2.68235
H15 1.15424 -2.32568 0.54496
C22 0.34576 2.72687 -1.10152
Si1 -0.90945 1.87968 0.12776
C23 -2.54066 3.01567 -0.09040
C24 -3.59894 2.68402 0.95925
C25 -2.21432 4.50218 0.01204
C26 -3.12248 2.74397 -1.47613
C27 -0.00438 2.10793 1.91211
C28 1.08643 1.03833 1.95039
C29 0.65167 3.47040 2.10719
C30 -0.97105 1.86000 3.06724
H16 0.51120 3.76642 -0.83974
H17 -0.03393 2.68803 -2.11738
H18 1.30362 2.21514 -1.09832
H19 -3.28442 3.00951 1.94695
H20 -3.78193 1.61239 0.99313
H21 -4.54424 3.17725 0.72649
H22 -1.79769 4.74034 0.98537
H23 -3.12517 5.08757 -0.11676
H24 -1.50685 4.80529 -0.75282
H25 -3.35598 1.68793 -1.59187
H26 -2.41327 3.02126 -2.25038
H27 -4.03820 3.31719 -1.62640
H28 1.83756 1.23016 1.18929
H29 0.64389 0.05106 1.74871
H30 1.57777 1.00573 2.92333
H31 1.37181 3.66665 1.32021
H32 1.17634 3.49060 3.06339
H33 -0.08506 4.26856 2.11198
H34 -1.54148 0.94762 2.89762
H35 -1.66882 2.68566 3.17754
H36 -0.42744 1.75102 4.00682

Here are the natural (NBO) charges for atoms 1 to 8, given in e: atom 1 (Mn): 0.70, atom 2 (S): -0.23, atom 3 (C): -0.22, atom 4 (S): -0.20, atom 5 (C): -0.45, atom 6 (C): 0.31, atom 7 (N): -0.35, atom 8 (C): 0.31



# 3
ORCA calculation (ωB97M-V/def2-TZVPD) on C30H36GeN2O2P2Tc as an isolated structure.

Its spin multiplicity is 2. As for the expectation value of S²: 0.7562. Its net charge is 0. The calculation puts the gap between HOMO and LUMO (alpha / beta) at 0.237 / 0.283 hartree. For the molecular weight, the calculation gives 689.188 Da. The value obtained for the calculated total energy is -4265.215938 a.u. The HOMO energy (alpha / beta) is -0.209 / -0.264 hartree. The energy above the lowest of the compared OMol25 structures with the same formula, charge and spin is 2.3 kJ/mol.

Positions of all 74 atoms, in Å:
Tc1 -0.35820 0.70983 0.35279
C1 -0.71337 -1.05440 3.51689
P1 0.01842 0.34774 2.61761
C2 1.74678 0.26963 3.19191
C3 -0.61046 1.82791 3.52240
C4 -0.13772 3.09195 2.80101
P2 -0.43679 2.95083 0.97959
C5 0.83238 4.05924 0.29741
C6 -1.95643 3.90780 0.71679
H1 -0.69613 -0.88935 4.59702
H2 -0.13283 -1.94916 3.28708
H3 -1.73437 -1.22195 3.18200
H4 1.79234 0.17855 4.27932
H5 2.29248 1.15467 2.86428
H6 2.22576 -0.59924 2.73768
H7 -0.29234 1.81534 4.56885
H8 -1.70302 1.76003 3.50180
H9 0.94590 3.19422 2.91334
H10 -0.59443 3.99580 3.21089
H11 0.75989 5.05473 0.74133
H12 0.69227 4.13488 -0.78135
H13 1.81546 3.63113 0.49588
H14 -1.86533 4.91137 1.13775
H15 -2.80163 3.39273 1.16685
H16 -2.14410 3.97930 -0.35535
C7 5.59797 0.92680 -0.16655
N1 4.25487 0.44028 -0.44864
C8 4.05584 -0.66587 -1.21930
C9 2.83238 -1.16853 -1.45501
C10 1.72601 -0.48017 -0.85222
O1 0.52146 -0.84977 -0.94589
N2 1.93670 0.63038 -0.11281
C11 3.17824 1.10654 0.15929
O2 3.40824 2.05816 0.89822
H17 6.27517 0.56483 -0.93725
H18 5.94162 0.58486 0.81023
H19 5.59015 2.01228 -0.16241
H20 4.95329 -1.11288 -1.62695
H21 2.67396 -2.04546 -2.06208
C12 -2.06477 0.54961 0.35251
Ge1 -3.91231 0.01233 0.09056
C13 -5.06412 1.57662 -0.18431
C14 -5.70328 1.81613 -1.40018
C15 -6.53758 2.91665 -1.56480
C16 -6.75237 3.79193 -0.51079
C17 -6.13701 3.55890 0.71251
C18 -5.30643 2.45854 0.87121
C19 -4.61743 -0.89690 1.67044
C20 -5.54658 -1.93675 1.62804
C21 -6.05808 -2.48615 2.79778
C22 -5.65570 -1.99921 4.03270
C23 -4.74180 -0.95632 4.09456
C24 -4.23094 -0.41497 2.92272
C25 -3.83118 -1.05300 -1.53832
C26 -4.13293 -2.41038 -1.61845
C27 -3.98785 -3.10339 -2.81505
C28 -3.53242 -2.44789 -3.94922
C29 -3.20949 -1.09880 -3.88140
C30 -3.35283 -0.41128 -2.68493
H22 -5.55478 1.13893 -2.23170
H23 -7.02301 3.08571 -2.51796
H24 -7.40349 4.64753 -0.63743
H25 -6.30909 4.23080 1.54430
H26 -4.85015 2.28536 1.83840
H27 -5.89957 -2.31775 0.67860
H28 -6.77644 -3.29441 2.74162
H29 -6.05370 -2.42923 4.94291
H30 -4.42253 -0.56824 5.05416
H31 -3.50346 0.38691 2.98642
H32 -4.46152 -2.95264 -0.74157
H33 -4.22316 -4.15946 -2.85538
H34 -3.41631 -2.98867 -4.87974
H35 -2.83298 -0.58474 -4.75676
H36 -3.06404 0.63311 -2.63693

Here are the Löwdin charges for atoms 1 to 8, given in e: atom 1 (Tc): 0.75, atom 2 (C): -0.25, atom 3 (P): 0.73, atom 4 (C): -0.25, atom 5 (C): -0.40, atom 6 (C): -0.38, atom 7 (P): 0.72, atom 8 (C): -0.25